Entry from the Open Molecules 2025 dataset: a molecular structure, C38H57N2O6P2ReSi at a distorted geometry (wB97M-V/def2-TZVPD).

## Properties
- E_tot (Eh) = -3093.7599
- expectation value of S² = 0.756
- E_HOMO (alpha / beta) (eV) = -10.531 / -10.408
- frontier orbital gap (alpha / beta) (eV) = 7.74 / 6.94
- spin multiplicity = 2
- maximum force (hartree/bohr) = 0.042
- charge = +1

Cartesian coordinates (Å):
Re: 0.108328 0.221612 -0.301800
O: -1.348937 1.590860 -0.299541
C: -1.876965 2.251844 0.727938
C: -2.890216 3.170953 0.430042
C: -3.458472 3.948189 1.412769
C: -3.050479 3.836949 2.747838
C: -2.083933 2.917197 3.061071
C: -1.481767 2.110914 2.072927
C: -0.567582 1.103656 2.535332
N: 0.079740 0.267317 1.811753
C: 0.834801 -0.795757 2.490473
C: 0.623017 -2.025955 1.636521
N: 1.093132 -1.632848 0.301701
C: 1.855462 -2.427544 -0.326619
C: 2.626756 -1.977494 -1.452142
C: 3.323225 -2.879864 -2.262024
C: 4.221552 -2.420428 -3.195318
C: 4.472129 -1.048367 -3.267539
C: 3.810079 -0.141298 -2.466611
C: 2.828614 -0.575174 -1.564544
O: 2.162385 0.319738 -0.806839
H: -3.202423 3.253880 -0.602692
H: -4.235377 4.654043 1.147485
H: -3.498692 4.451530 3.515114
H: -1.766999 2.790065 4.090244
H: -0.469604 1.012658 3.618036
H: 0.482455 -0.956840 3.508587
H: 1.891483 -0.516148 2.517667
H: -0.442948 -2.249768 1.609160
H: 1.170273 -2.886291 2.025873
H: 2.040727 -3.420893 0.082996
H: 3.149752 -3.942501 -2.139741
H: 4.758928 -3.108121 -3.832353
H: 5.210940 -0.683777 -3.970067
H: 4.028373 0.915295 -2.534819
C: 0.244474 -0.857720 -3.881666
P: 0.075952 0.539750 -2.738214
C: -1.430702 1.354695 -3.338776
C: 1.323495 1.783881 -3.198184
C: 1.664398 1.986326 -4.531917
C: 2.607909 2.940747 -4.880822
C: 3.201871 3.716986 -3.896954
C: 2.844380 3.545490 -2.567384
C: 1.908027 2.580335 -2.210361
P: 1.404011 2.349094 -0.478916
C: 2.792010 2.661353 0.640153
C: 0.469038 3.905450 -0.243844
H: 0.022371 -0.558466 -4.906799
H: -0.477948 -1.611118 -3.568218
H: 1.242694 -1.286548 -3.832984
H: -1.301407 1.618196 -4.389597
H: -1.619412 2.251016 -2.750962
H: -2.278479 0.688434 -3.235883
H: 1.207594 1.383521 -5.307630
H: 2.881327 3.076084 -5.918767
H: 3.942155 4.459473 -4.164011
H: 3.304458 4.169547 -1.810791
H: 3.281599 3.598660 0.376382
H: 3.513440 1.845503 0.618446
H: 2.374388 2.764824 1.641321
H: 1.115837 4.755811 -0.473201
H: 0.123798 3.998557 0.783791
H: -0.391932 3.932358 -0.906944
C: -3.986964 -0.652025 2.740988
C: -3.336259 -2.027527 2.782718
C: -4.395868 -3.110150 2.925429
C: -2.341934 -2.105475 3.931961
O: -2.595923 -2.304912 1.588609
Si: -2.722888 -1.902067 0.012740
O: -1.405748 -1.036648 -0.442440
O: -4.173961 -1.195731 -0.169420
C: -4.866888 -0.615447 -1.276875
C: -4.439839 -1.287004 -2.576957
C: -4.572760 0.876717 -1.276640
C: -6.346332 -0.865706 -1.033835
O: -2.822159 -3.272194 -0.867451
C: -1.989047 -4.385081 -1.196034
C: -1.297825 -4.929736 0.047863
C: -2.913871 -5.440467 -1.778040
C: -0.968252 -3.945506 -2.236444
H: -4.427129 -0.427572 3.713662
H: -4.766535 -0.608172 1.979984
H: -3.248335 0.116825 2.512196
H: -4.990062 -2.950185 3.826877
H: -3.927178 -4.093554 2.987394
H: -5.062937 -3.095207 2.061996
H: -2.857771 -2.026001 4.889641
H: -1.624264 -1.286246 3.863086
H: -1.802227 -3.053649 3.903772
H: -3.363248 -1.194944 -2.727762
H: -4.957968 -0.832838 -3.422819
H: -4.673421 -2.351624 -2.547206
H: -3.500555 1.039765 -1.195710
H: -5.054579 1.354169 -0.421130
H: -4.941808 1.349541 -2.189877
H: -6.544360 -1.937401 -0.989171
H: -6.946105 -0.430744 -1.835224
H: -6.650780 -0.417510 -0.087289
H: -2.026031 -5.094665 0.842258
H: -0.554364 -4.224758 0.415248
H: -0.798346 -5.873941 -0.176142
H: -3.654135 -5.742499 -1.036436
H: -2.347088 -6.320403 -2.087090
H: -3.438708 -5.039728 -2.646135
H: -0.401659 -3.091869 -1.864938
H: -1.474408 -3.653024 -3.158855
H: -0.278287 -4.760872 -2.468545

Atoms 1-2, force components in eV/Å:
Re 2.0 0.8 -0.6
O -0.7 0.1 0.1